ORCA calculation (the ωB97M-V functional and the def2-TZVPD basis) on a structure of composition C66H173FeN9O26 in a non-equilibrium geometry.

Properties
Multiplicity: 5
⟨S²⟩: 6.008
HOMO-LUMO gap (alpha / beta): 8.0691 / 7.8266 eV
Electronic energy: -6330.38665 a.u.
Strongest force on any atom: 3.838 eV/A
Net charge: 0

The geometry in XYZ format:
```
275
Properties=species:S:1:pos:R:3:mulliken_charge:R:1
Fe -1.29235 3.78982 -1.53246 0.781
C -2.15765 7.13368 1.32474 -1.164
C -2.75078 6.45185 0.06322 0.332
C -2.95285 7.37096 -1.17923 -1.239
O -1.97745 5.37319 -0.40466 -0.773
H -1.10861 7.33181 1.10482 0.226
H -2.16594 6.42037 2.14889 0.175
H -2.56892 8.09906 1.61970 0.402
H -3.76197 6.14325 0.32847 0.122
H -3.55152 8.22184 -0.85410 0.508
H -3.55143 6.93607 -1.97965 0.183
H -2.01927 7.87718 -1.42471 0.213
C 1.29579 0.50031 -2.16032 1.827
C -0.00322 0.80555 -1.42989 -0.653
C -0.39086 -0.38597 -0.51179 -0.660
O -0.12980 2.13276 -0.92083 1.108
H 1.10021 -0.38182 -2.76998 -0.026
H 2.07686 0.54596 -1.40139 -0.975
H 1.57063 1.33373 -2.80683 -0.588
H -0.64252 0.58672 -2.28518 0.535
H -1.00033 0.01536 0.29789 -0.456
H 0.31231 -0.99615 0.05506 0.042
H -1.04532 -1.08807 -1.02835 0.316
C -0.54326 -2.80903 -4.52893 -0.112
O -1.29803 -2.94635 -5.71214 -0.472
C -2.25379 -1.92010 -5.91927 -0.616
C -1.59953 -0.83624 -6.94812 -0.521
N -0.87739 0.17180 -6.17147 0.867
C 0.05406 0.89227 -7.09607 -0.636
C 1.11454 -0.03828 -7.83179 -0.962
O 1.80443 -0.82997 -6.81032 -0.406
C 2.66940 -0.13064 -5.80456 -0.198
H 0.14652 -1.98345 -4.70418 -0.094
H 0.12570 -3.66860 -4.48723 0.231
H -1.05515 -2.54625 -3.60319 0.186
H -2.67009 -1.59023 -4.96745 0.324
H -3.09773 -2.47654 -6.32700 0.337
H -2.44934 -0.29963 -7.37001 0.399
H -1.08726 -1.33281 -7.77219 0.144
H -0.25480 -0.32361 -5.54932 -0.411
H 0.51044 1.63480 -6.44151 0.004
H -0.32671 1.52971 -7.89407 0.690
H 1.75245 0.55896 -8.48329 0.441
H 0.57952 -0.68797 -8.52442 0.432
H 2.58882 -0.90955 -5.04634 -0.059
H 2.23421 0.83862 -5.56115 0.067
H 3.73200 -0.00744 -6.01386 0.430
C -8.96510 -2.38077 -0.73486 -0.386
O -8.78450 -0.97273 -0.40438 -0.501
C -7.63091 -0.54911 0.24753 -0.951
C -7.41225 -1.13493 1.61971 -0.276
N -6.61209 -2.32156 1.64467 0.189
C -5.98613 -2.60622 2.90687 -0.974
C -4.74794 -1.72068 3.08146 -0.259
O -3.74587 -2.02774 2.05531 0.279
C -3.20023 -3.33841 2.33480 -0.482
H -8.01431 -2.77484 -1.09379 0.034
H -9.88208 -2.55933 -1.29642 0.296
H -9.14371 -2.80207 0.25443 0.261
H -7.68235 0.52131 0.44667 0.363
H -6.75580 -0.62871 -0.39741 0.364
H -8.38661 -1.34505 2.06081 0.369
H -6.95371 -0.30933 2.16397 0.370
H -5.74545 -2.25561 1.13019 0.213
H -5.82701 -3.68088 2.99574 0.428
H -6.68733 -2.41550 3.71930 -0.285
H -4.31501 -1.71719 4.08179 0.277
H -5.21415 -0.74928 2.91669 0.288
H -3.95014 -4.12752 2.27946 0.001
H -2.87671 -3.35667 3.37552 0.404
H -2.41141 -3.59251 1.62679 -0.037
C 6.09692 -0.69218 -2.76607 -0.622
O 5.92805 0.64695 -2.55546 -0.627
C 4.56250 1.02057 -2.26698 -0.457
C 4.64443 2.53930 -2.00800 -0.275
N 5.04860 3.37278 -3.19882 -0.434
C 5.09839 4.78246 -2.83303 -0.428
C 5.40390 5.73538 -4.00032 -0.964
O 4.34757 6.54514 -4.39368 -0.275
C 4.62415 7.19097 -5.59737 -0.906
H 5.42882 -1.15648 -3.49146 0.200
H 5.95338 -1.16146 -1.79279 0.159
H 7.12267 -0.98511 -2.98995 0.322
H 4.15548 0.51758 -1.38980 0.313
H 3.97531 0.81598 -3.16221 0.323
H 5.49979 2.76385 -1.37077 1.086
H 3.69305 2.87166 -1.59266 -0.498
H 5.96705 3.09463 -3.51377 0.455
H 6.00985 4.76155 -2.23561 0.639
H 4.38759 5.19545 -2.11727 0.073
H 5.92474 5.17011 -4.77317 0.358
H 6.16272 6.46956 -3.72962 0.555
H 5.62985 7.60089 -5.50438 0.349
H 3.85119 7.90256 -5.88765 0.240
H 4.70242 6.49260 -6.43059 0.367
C 1.51185 -3.78000 4.21309 -0.954
O 1.99227 -2.49231 4.63948 0.133
C 2.16821 -2.45393 6.10703 -0.968
C 2.76165 -1.13140 6.58819 -0.272
N 4.07728 -0.98638 6.14092 -0.329
C 4.53507 0.39036 6.09582 0.577
C 5.31670 0.73351 7.40918 -0.957
O 6.13092 1.93247 7.33894 -0.285
C 6.69904 2.07905 8.65829 -0.860
H 2.24057 -4.59061 4.21300 0.383
H 1.22303 -3.61845 3.17455 0.056
H 0.56749 -4.16228 4.60059 0.408
H 2.89985 -3.24818 6.25526 0.412
H 1.19884 -2.55837 6.59438 0.408
H 2.70288 -1.02674 7.67157 0.315
H 2.08926 -0.41241 6.12017 0.207
H 4.17116 -1.43593 5.24138 0.147
H 3.70512 1.08657 5.97509 0.203
H 5.18906 0.67779 5.27254 -0.462
H 5.87592 -0.11657 7.80003 0.388
H 4.60039 0.85655 8.22150 0.496
H 7.22340 1.18053 8.98360 0.351
H 6.01360 2.37479 9.45252 0.321
H 7.47621 2.84239 8.62052 0.289
C -7.50707 -2.57798 6.48598 -0.841
O -6.47591 -1.51124 6.44802 -0.300
C -7.02097 -0.20922 6.33357 -0.474
C -5.96876 0.92202 6.56718 -0.790
N -4.92745 0.86537 5.55724 -0.145
C -3.69947 1.58036 6.05861 -0.952
C -2.57612 1.43864 5.01489 -0.169
O -2.43265 0.02472 4.74870 -0.407
C -1.46320 -0.18821 3.81222 -0.545
H -8.10471 -2.72104 5.58572 0.299
H -8.12289 -2.51046 7.38281 0.322
H -6.82231 -3.42178 6.57085 0.269
H -7.73829 -0.02942 7.13434 0.530
H -7.54861 -0.04402 5.39421 0.190
H -5.54238 0.66861 7.53779 0.366
H -6.48499 1.86521 6.74607 0.435
H -4.73609 -0.12326 5.47934 0.111
H -3.35758 1.08579 6.96780 0.345
H -3.86906 2.59646 6.41482 0.471
H -1.60296 1.80719 5.33926 0.412
H -2.70178 1.98918 4.08258 0.061
H -1.30222 -1.26516 3.76351 0.222
H -0.49621 0.27949 3.99737 0.456
H -1.84763 -0.04848 2.80188 0.116
C 11.04250 -2.41618 4.08475 -0.871
O 9.91387 -1.69411 4.06665 -0.218
C 9.89949 -0.72523 5.00732 -0.902
C 8.60218 0.09952 4.89492 0.007
N 8.80057 1.19658 3.94317 -0.376
C 7.70552 2.03986 3.94138 0.607
C 7.57590 2.83524 2.65542 -1.059
O 7.18828 2.18085 1.44770 -0.462
C 6.00994 1.47170 1.59089 -0.114
H 11.09263 -3.05540 4.96621 0.336
H 11.94910 -1.86348 3.83836 0.335
H 11.13120 -3.19875 3.33122 0.273
H 10.78537 -0.10065 4.89237 0.355
H 9.89720 -1.05618 6.04587 0.425
H 8.43883 0.59824 5.85026 0.194
H 7.74316 -0.54496 4.70822 0.195
H 8.92459 0.78545 3.02901 0.294
H 7.71672 2.79118 4.73099 0.344
H 6.84878 1.36839 3.99823 -0.532
H 8.51966 3.36062 2.50911 0.457
H 6.88438 3.64756 2.87907 0.401
H 5.58305 1.24905 0.61299 -0.308
H 5.29650 2.02458 2.20197 0.409
H 6.26488 0.54881 2.11182 0.146
C -4.77138 -5.18722 -0.78251 -0.245
O -5.34112 -6.07338 -1.75175 -0.476
C -6.55024 -5.71656 -2.42987 -0.566
C -6.52587 -4.32777 -3.07412 -0.911
N -5.43911 -4.28352 -4.11122 -0.171
C -5.25154 -5.33253 -5.15424 -0.640
C -6.49010 -5.61528 -5.98271 -0.491
O -6.31893 -6.34562 -7.20222 -0.431
C -5.69569 -7.62744 -6.90807 -0.724
H -4.43544 -4.25365 -1.23383 0.280
H -3.91510 -5.79912 -0.49883 0.029
H -5.30726 -5.04604 0.15610 0.229
H -7.43497 -5.93027 -1.83013 0.389
H -6.66869 -6.53036 -3.14528 0.325
H -6.31720 -3.46807 -2.43735 0.426
H -7.50612 -4.04469 -3.45764 0.348
H -4.55669 -4.19747 -3.62746 0.191
H -4.89929 -6.24959 -4.68201 0.437
H -4.41778 -4.92128 -5.72329 0.427
H -7.11616 -4.72500 -6.04233 0.392
H -7.07150 -6.30866 -5.37501 0.247
H -5.41606 -8.13316 -7.83227 0.301
H -6.49827 -8.23608 -6.49152 0.301
H -4.88672 -7.64723 -6.17781 0.300
C -3.42255 1.72414 -0.26534 -0.780
O -3.18558 2.77782 -1.26527 1.007
C -4.24991 2.96180 -2.13052 -0.762
C -3.89836 4.05957 -3.11072 -0.613
N -2.43545 3.88998 -3.51780 -0.160
C -2.22792 2.78609 -4.44758 -0.025
C -2.49715 3.24845 -5.92387 -0.590
O -2.28733 4.65851 -6.10428 -0.511
C -0.94158 5.12888 -6.27706 -0.231
H -4.36563 1.91012 0.24857 0.554
H -2.51683 1.70256 0.34073 -0.555
H -3.35039 0.72443 -0.69367 0.410
H -5.19778 3.16107 -1.63056 0.549
H -4.54234 2.03536 -2.62479 0.444
H -4.08817 5.03063 -2.65342 0.069
H -4.46663 3.98828 -4.03812 0.414
H -2.28426 4.70304 -4.09761 0.311
H -2.73056 1.84991 -4.20468 0.497
H -1.15464 2.59597 -4.45311 -0.712
H -3.54863 3.07261 -6.15093 0.379
H -1.84018 2.75287 -6.63864 0.189
H -0.84075 6.21421 -6.27854 0.322
H -0.41656 4.85298 -7.19157 0.433
H -0.35340 4.62850 -5.50780 -0.239
C 2.32774 -2.96282 -1.69456 -0.138
O 0.91329 -3.07438 -1.52091 0.179
C 0.45401 -4.45489 -1.44144 -1.012
C 0.56784 -5.11220 -0.04252 -0.086
N 0.00523 -6.45061 0.00138 -0.322
C -0.00202 -7.07964 1.30151 -0.939
C -1.08224 -6.66642 2.22857 -0.011
O -2.40289 -6.75051 1.65469 -0.195
C -3.44789 -7.22619 2.57804 -0.939
H 2.58319 -3.25362 -2.71353 0.345
H 2.89164 -3.28861 -0.82050 0.135
H 2.51449 -1.88900 -1.68323 -0.457
H 0.78521 -5.01126 -2.31829 0.420
H -0.58995 -4.48949 -1.75298 0.242
H 0.04003 -4.57647 0.74648 0.180
H 1.60972 -5.09498 0.27732 0.306
H -0.96079 -6.20796 -0.16604 0.226
H 0.93346 -6.80248 1.78747 0.393
H 0.10084 -8.14448 1.09265 0.362
H -0.88771 -5.66210 2.60488 0.023
H -0.92850 -7.36603 3.05016 0.440
H -4.39401 -7.05395 2.06490 0.222
H -3.42282 -6.61456 3.47992 0.398
H -3.37558 -8.25008 2.94480 0.326
C 1.54595 5.51879 -1.72536 -0.200
O 0.61831 4.67193 -2.40956 -0.044
H 1.01839 6.16904 -1.02753 0.273
H 2.28117 4.91065 -1.19836 -0.169
H 2.16041 6.05204 -2.45075 0.292
H 1.12162 4.12138 -3.01386 0.011
C 1.82900 0.68742 1.90452 0.080
O 1.74473 1.90320 1.21188 0.308
H 0.83916 0.23306 1.86117 -0.449
H 2.57397 -0.02143 1.54307 -0.145
H 2.12903 0.97199 2.91304 0.708
H 1.10684 1.85289 0.49622 -0.461
C 4.99965 -2.39938 1.57731 0.753
O 5.91565 -3.09038 0.80718 -0.581
H 4.07915 -2.34456 0.99612 -0.237
H 4.86233 -2.85458 2.55815 0.408
H 5.23622 -1.34146 1.69112 -0.568
H 6.79993 -2.83871 1.08343 0.305
C 2.90467 5.14099 2.04529 -0.695
O 3.15538 4.35656 0.80707 -0.388
H 1.94995 5.66635 2.07002 0.164
H 2.97754 4.38871 2.83070 0.235
H 3.68018 5.89615 2.17340 0.303
H 2.50360 3.65255 0.77316 0.041
C -0.60948 4.09347 2.66890 -0.707
O -0.06070 2.81143 2.99946 -0.428
H -1.68013 4.28756 2.73320 0.221
H -0.12257 4.81537 3.32454 0.473
H -0.23507 4.38178 1.68665 0.024
H 0.40247 2.31629 2.31981 0.223
C 2.50462 3.98965 -5.62907 -0.692
O 2.17144 3.58655 -4.28769 -0.095
H 3.26552 3.31965 -6.02936 0.243
H 1.59846 4.05916 -6.23086 0.165
H 2.97865 4.96760 -5.54534 0.271
H 2.98910 3.78088 -3.82370 -0.266
```

---

ORCA calculation (the ωB97M-V functional and the def2-TZVPD basis) on a cluster of 2 separate species, C5H16N3 in total in a non-equilibrium geometry.

Properties
Energy above the lowest of the compared OMol25 structures with the same formula, charge and spin: 29.3 kcal per mole
HOMO-LUMO gap: 11.0757 eV
Electronic energy: -364.12861 a.u.
Strongest force on any atom: 1.504 eV/A
Net charge: +1

The geometry in XYZ format:
```
24
Properties=species:S:1:pos:R:3:mulliken_charge:R:1
C 1.53483 -0.13879 -1.92057 -0.469
C 2.88292 -0.10399 -1.20564 -0.832
H 1.48232 -0.27631 -2.99486 0.400
H 0.99355 -0.93593 -1.41559 0.099
H 0.95220 0.74209 -1.67635 0.063
H 3.58841 -0.86367 -1.55188 0.309
H 2.76311 -0.32347 -0.14184 0.164
H 3.35273 0.87713 -1.30402 0.282
C -0.98895 -1.03031 1.39737 -0.304
C 0.19075 -1.06788 2.33306 -1.059
C -1.63425 0.89983 0.01224 0.486
N -1.48432 0.39788 1.26983 -0.307
N -2.07790 0.17029 -1.01525 -0.349
N -1.24364 2.12731 -0.19580 -0.298
H -0.73295 -1.38559 0.40442 0.308
H -1.83225 -1.61309 1.74180 0.413
H 1.14088 -0.99538 1.80562 0.146
H 0.18881 -1.99437 2.90660 0.342
H -2.27815 0.54000 1.87954 0.263
H -2.93451 -0.36833 -0.93251 0.239
H -2.07388 0.47056 -1.98653 0.249
H -0.89067 2.62504 0.60820 0.273
H -1.19053 2.53877 -1.11266 0.237
H 0.29150 -0.29179 3.09482 0.345
```